A | Molecular formula: C4H5ClN2O
Method: DFT, ωB97M-V/def2-TZVPD

ORCA input file:
```
! RIJCOSX wB97M-V def2-TZVPD def2/J DEFGRID3
* xyz 0 1
Cl 1.21357 -1.61853 -0.75505
O -0.28312 0.74645 -2.32089
N 2.90624 1.08876 0.42873
N 0.50972 1.57278 0.23320
C 1.78445 1.31942 0.26413
C -0.58382 -1.01069 -0.54030
C -0.98356 -0.82129 0.98843
C -0.24984 0.22704 -1.24388
H 0.12949 2.47207 -0.10874
H -1.37225 -1.59753 -0.99172
H -1.16660 0.19129 1.16212
H -1.76197 -1.39453 1.27439
H -0.14231 -1.17523 1.60956
*
```

Computed properties:
Frontier orbital gap: 8.32 eV



B | Molecular formula: C4H5ClN2O
Method: DFT, ωB97M-V/def2-TZVPD

ORCA input file:
```
! RIJCOSX wB97M-V def2-TZVPD def2/J DEFGRID3
* xyz 0 1
Cl -1.48190 -1.56488 -0.04784
O -1.55891 2.28050 0.05577
N 2.61309 -0.46516 0.04282
N 1.24814 -0.64113 0.22085
C -0.94922 0.08531 -0.19992
C 0.32462 0.38429 0.07276
C -1.93911 1.18216 0.02242
C 3.31544 0.58101 -0.16595
H -3.01128 0.74565 0.08512
H 0.84226 1.34680 0.09914
H 4.40116 0.55343 -0.02992
H 0.88013 -1.66706 0.28589
H 3.01225 1.72760 -0.29474
*
```

Computed properties:
Frontier orbital gap: 8.79 eV
SMILES: C=NN/C=C(\Cl)C=O



The calculated energies rank the structures as follows, beginning with the most stable: B, A.



A | Molecular formula: C5H14N3O
Method: DFT, ωB97M-V/def2-TZVPD

ORCA input file:
```
! RIJCOSX wB97M-V def2-TZVPD def2/J DEFGRID3
* xyz 1 1
O 1.46579 1.62384 -0.95152
N -1.04402 1.09084 -0.42914
N 2.62986 0.24529 0.41599
N 0.08430 -1.21586 0.06927
C -2.34803 0.49037 -0.65334
C -0.05000 0.37163 1.88071
C 1.51504 0.74421 -0.12534
C 0.43776 -1.74347 -1.23649
C 0.24511 0.06653 0.43107
H 0.18074 1.40480 2.12514
H -1.09452 0.17413 2.11721
H 0.55445 -0.26973 2.51902
H -1.11794 1.92905 0.14927
H 1.18217 -2.53332 -1.12570
H -3.01163 1.19948 -1.15137
H -0.57409 -1.77390 0.59475
H -0.43747 -2.16779 -1.73213
H -2.79943 0.21642 0.30051
H 0.85290 -0.95773 -1.86342
H 3.51880 0.64182 0.15146
H -2.25822 -0.39329 -1.27977
H 2.62815 -0.50449 1.08628
H -0.55970 1.36116 -1.29246
*
```

Computed properties:
Frontier orbital gap: 11.23 eV



B | Molecular formula: C5H14N3O
Method: DFT, ωB97M-V/def2-TZVPD

ORCA input file:
```
! RIJCOSX wB97M-V def2-TZVPD def2/J DEFGRID3
* xyz 1 1
O 1.54251 -1.92770 -0.50929
N -1.53197 -0.36674 -0.09951
N 2.07407 0.28579 0.75857
N 0.31242 -1.40277 -0.90074
C 1.61378 1.55434 0.33304
C 2.87627 -0.53871 0.15092
C -0.35249 -0.93461 0.16492
C -2.49082 0.02648 0.99260
C -2.15865 -0.22123 -1.46042
H -0.06613 -0.92764 1.20690
H 0.49085 1.54902 0.33324
H 1.76335 1.92032 -0.70874
H -3.32378 -0.75311 1.18108
H -1.69330 -1.01897 -2.14210
H -1.99972 0.04602 2.00108
H 1.88671 -2.58764 -1.08880
H -3.14797 -0.65815 -1.33872
H 1.79996 2.23477 1.27208
H 1.91346 0.08796 1.73131
H -3.03360 0.95707 0.61882
H -2.02898 0.82362 -1.71846
H 3.33756 -1.33514 0.78295
H 3.29251 -0.30441 -0.82205
*
```

Computed properties:
Frontier orbital gap: 8.67 eV



The calculated energies rank the structures as follows, beginning with the most stable: A, B.



A | Molecular formula: C9H15N2
Method: DFT, ωB97M-V/def2-TZVPD

ORCA input file:
```
! RIJCOSX wB97M-V def2-TZVPD def2/J DEFGRID3
* xyz 1 1
N 0.99537 0.57263 -1.54945
N 0.58140 -0.67879 -2.06855
C 0.33200 -0.05731 1.61448
C -1.36885 0.87410 -1.03803
C -0.10903 1.50996 -1.52652
C 0.54286 -0.66674 2.84920
C -0.41547 -1.51147 3.38316
C -1.82846 -1.17191 1.46265
C -1.58965 -1.77018 2.69885
C -0.84542 -0.35173 0.99050
C 2.20139 1.10747 -2.15903
H -0.24724 -1.96868 4.34660
H 2.07399 1.31982 -3.22787
H -1.75392 0.10789 -1.70197
H 3.00101 0.37748 -2.04180
H 0.19242 2.36304 -0.91447
H -2.12233 1.57747 -0.70302
H 2.48765 2.02085 -1.64490
H 1.07003 0.60222 1.19205
H 0.65186 -0.71296 -3.08883
H -1.06228 0.21920 -0.06429
H 1.45863 -0.46431 3.38181
H 1.19006 -1.40082 -1.69450
H -2.34005 -2.42671 3.11103
H -2.74685 -1.36072 0.93187
H -0.34912 1.89017 -2.53895
*
```

Computed properties:
Frontier orbital gap: 7.20 eV



B | Molecular formula: C9H15N2
Method: DFT, ωB97M-V/def2-TZVPD

ORCA input file:
```
! RIJCOSX wB97M-V def2-TZVPD def2/J DEFGRID3
* xyz 1 1
N 0.55379 0.44865 0.16692
N -0.04313 -1.72127 0.53738
C 1.67334 1.29002 -0.20945
C -0.83381 0.57658 0.15664
C 2.38520 -1.03772 0.03065
C -2.17520 -1.54780 -0.69975
C 2.96814 0.33785 -0.13287
C -1.65171 1.61034 1.01342
C -1.68897 1.52389 -0.47657
C 0.94079 -0.82279 0.26078
C -1.26072 -0.95809 0.39731
H 0.03269 -2.67442 0.75620
H 3.68586 0.73427 0.55849
H -1.28552 2.26454 -1.18779
H -1.93727 -0.98190 1.23218
H -1.25799 2.51398 1.49869
H -2.35894 -2.46155 -0.08962
H -3.03757 -0.98911 -0.90724
H -2.49406 1.13209 1.49825
H 1.75037 2.27425 0.25300
H 2.52532 -1.55285 -0.85588
H -1.57470 -1.66621 -1.63129
H 1.55682 1.71588 -1.25836
H 2.70946 -1.53742 0.86318
H 3.55775 0.35853 -1.07975
H -2.73990 1.17026 -0.69454
*
```

Computed properties:
Frontier orbital gap: 9.97 eV
SMILES: C[C@H]1[NH+]=C2CCCN2C12CC2



The calculated energies rank the structures as follows, beginning with the most stable: B, A.